1.
3 unconnected molecules or ions with the total composition C42H62N2O6 at a distorted geometry. Source: the OMol25 dataset; level of theory: the ωB97M-V functional and the def2-TZVPD basis.

Output
E_HOMO in eV: -9.489
Frontier orbital gap in eV: 9.94
Molecular weight in g/mol: 690.97
SMILES: CCCCCCCCCCCC(=O)O[C@@](CCCCCCCCC)(CCOC=O)OC(=O)c1ccccc1.c1ccncc1.c1ccncc1
E in eV: -59824.1357

The geometry in ORCA input format:
```
! wB97M-V def2-TZVPD RIJCOSX def2/J DEFGRID3
* xyz 0 1
C -3.92051 -4.17801 1.78105
C -3.88695 -3.56067 3.17974
C -3.92701 -2.03764 3.17960
C -5.26867 -1.49269 2.66652
C -5.18369 -0.15317 1.90292
C -5.32974 -0.27429 0.36794
C -4.09715 0.16344 -0.44796
C -2.80527 -0.48178 0.05479
C -1.64488 -0.58133 -0.96585
C -1.64260 0.44417 -2.09816
C -1.55932 1.89954 -1.61854
C -0.14227 2.38328 -1.48573
O 0.59167 1.90033 -0.68090
O 0.24758 3.44959 -2.25255
C 0.87590 3.20992 -3.51402
C 1.65291 1.89137 -3.55922
C 2.65634 1.84004 -4.72039
C 3.06762 0.41504 -5.10013
C 1.89957 -0.53243 -5.35580
C 2.27764 -1.80026 -6.15359
C 2.59884 -3.01254 -5.27633
C 3.51469 -2.74838 -4.08806
C 3.96956 -4.06775 -3.43578
C 3.53259 -4.18934 -1.98177
C -0.11530 3.41587 -4.65534
C -1.00826 2.24801 -5.01116
O -1.42485 2.45376 -6.38952
C -1.84693 1.33070 -6.98618
O -2.80957 1.27235 -7.67074
O 1.80079 4.29560 -3.70605
C 2.37825 4.79906 -2.56436
O 1.98808 5.78883 -2.05397
C 3.60201 4.11460 -2.05343
C 4.76073 4.20041 -2.83819
C 5.96934 3.67420 -2.37033
C 5.99892 3.03403 -1.12914
C 4.82211 2.90005 -0.38368
C 3.61679 3.44597 -0.82805
H -4.92549 -4.20148 1.36953
H -3.25889 -3.64318 1.10368
H -3.59071 -5.21257 1.82801
H -2.97266 -3.90569 3.66276
H -4.72510 -3.94568 3.75772
H -3.08947 -1.61265 2.63302
H -3.79568 -1.71918 4.21360
H -5.80704 -2.22906 2.07792
H -5.88652 -1.30457 3.54362
H -4.28765 0.38929 2.19358
H -6.02038 0.45068 2.24721
H -6.17293 0.33089 0.04816
H -5.53199 -1.31078 0.10132
H -4.04649 1.24926 -0.39880
H -4.30406 -0.10554 -1.48233
H -2.45615 0.08719 0.91168
H -3.05867 -1.49327 0.35422
H -0.68827 -0.49054 -0.45792
H -1.69715 -1.56819 -1.42133
H -0.84233 0.17873 -2.78607
H -2.56049 0.33830 -2.67152
H -2.15907 2.59368 -2.19963
H -1.94646 1.93248 -0.60452
H 1.00185 1.02536 -3.53678
H 2.23663 1.85216 -2.64202
H 3.54722 2.35715 -4.38028
H 2.30844 2.38299 -5.59606
H 3.63604 0.48972 -6.02807
H 3.75112 0.02562 -4.35228
H 1.53490 -0.87796 -4.38484
H 1.06758 0.00307 -5.80924
H 3.15755 -1.56467 -6.74785
H 1.43643 -2.03800 -6.79950
H 3.10144 -3.74973 -5.90006
H 1.67974 -3.46528 -4.90235
H 3.03766 -2.15091 -3.31331
H 4.40694 -2.21143 -4.40592
H 5.04745 -4.19505 -3.50701
H 3.54055 -4.92137 -3.95952
H 3.95038 -3.39707 -1.36421
H 3.82633 -5.14728 -1.56368
H 2.44761 -4.10943 -1.91726
H 0.47155 3.63607 -5.54215
H -0.68448 4.31645 -4.45348
H -1.92564 2.25609 -4.43256
H -0.50759 1.28550 -4.96635
H -1.19192 0.45415 -6.85939
H 4.71774 4.68275 -3.80519
H 6.85267 3.80118 -2.97716
H 6.94182 2.63993 -0.78092
H 4.88843 2.38530 0.56378
H 2.71556 3.35204 -0.24389
N -0.03521 -3.01104 5.39733
C -0.28479 -1.99780 4.57109
C -0.15679 -0.66407 4.92677
C 0.25206 -0.36554 6.21649
C 0.51583 -1.40618 7.09250
C 0.35818 -2.70547 6.63230
H -0.60576 -2.27783 3.57283
H -0.37240 0.11763 4.21079
H 0.36299 0.66422 6.53289
H 0.83648 -1.22108 8.10852
H 0.55628 -3.54953 7.28365
N 0.38054 -0.26032 10.57933
C 0.02980 0.77621 9.82226
C -1.06159 1.58917 10.08419
C -1.83581 1.30719 11.19788
C -1.48663 0.23126 11.99762
C -0.37305 -0.51705 11.64609
H 0.66329 0.96014 8.96129
H -1.29733 2.41917 9.43245
H -2.69773 1.91609 11.43848
H -2.06366 -0.02464 12.87536
H -0.06401 -1.36593 12.24590
*
```

---

2.
7 unconnected molecules or ions with the total composition C42H62N7O16P2S2 at a distorted geometry. Source: the OMol25 dataset; level of theory: the ωB97M-V functional and the def2-TZVPD basis.

Output
E_HOMO in eV: -10.374
Frontier orbital gap in eV: 6.92
Molecular weight in g/mol: 1047.07
E in eV: -127990.5121

The geometry in ORCA input format:
```
! wB97M-V def2-TZVPD RIJCOSX def2/J DEFGRID3
* xyz 1 1
C 3.59849 -3.78536 2.87253
C 2.31657 -3.90332 2.00261
C 1.13450 -3.21260 2.69501
N 0.14101 -2.65069 1.72947
C -0.29984 -1.36368 2.03367
C -1.45649 -1.15699 2.83945
C -2.15318 -2.40805 3.37331
C -3.45339 -2.74808 2.63508
S -4.50312 -4.00589 3.43872
C -4.10457 -4.04498 5.13317
N -3.92343 -3.08102 5.98673
N -3.59881 -3.61555 7.17325
C -3.61426 -4.90405 7.04929
O -3.92224 -5.20163 5.78970
C -1.86299 0.12328 3.08473
S -3.34779 0.53244 4.06250
C -4.49190 1.54446 3.09957
O -2.96902 1.31065 5.20215
O -4.07145 -0.62810 4.48157
N -1.14113 1.16304 2.59313
C -1.51472 2.57498 2.80815
C -2.19072 3.19369 1.79534
C -2.53683 4.51112 1.98970
C -2.20052 5.10492 3.18567
C -1.50335 4.35707 4.10312
N -1.13646 3.09686 3.94094
C -0.03228 0.97917 1.86744
P 0.98917 2.42095 1.23546
N 2.45701 2.30829 1.78226
C 0.42575 -0.27962 1.54202
P 1.96510 -0.70165 0.51480
N 3.26666 -0.57183 1.62337
O 2.24696 0.50652 -0.56739
H 3.32711 -3.72347 3.93267
H 4.19671 -4.68992 2.75524
H 4.19569 -2.92373 2.57609
H 2.53889 -3.43496 1.04300
H 2.14218 -4.97565 1.84523
H 0.64175 -3.91970 3.36788
H 1.54516 -2.36950 3.25863
H -0.65538 -3.26354 1.61367
H -1.44408 -3.23281 3.32864
H -2.34261 -2.25569 4.43832
H -3.19814 -3.10478 1.63167
H -4.02509 -1.83429 2.48950
H -3.40618 -5.62056 7.82068
H -4.31602 2.58882 3.34124
H -5.51544 1.24921 3.31915
H -4.26145 1.37740 2.04279
H -2.41287 2.64436 0.88802
H -3.06094 5.04703 1.20855
H -2.50481 6.13065 3.33810
H -1.23775 4.83029 5.04450
H 0.43769 3.66526 1.58427
H 0.88710 2.31716 -0.16047
H 2.64241 3.17601 2.29732
H 3.00493 -0.91852 2.53789
H 3.61557 0.38460 1.67508
H 2.86246 1.13847 -0.14320
O -1.46471 6.08653 -2.91973
C -1.01139 5.00292 -3.13518
O -0.38082 4.26251 -2.18380
C 0.14418 3.05747 -2.77410
C -0.67187 2.83462 -4.03231
C -0.99405 4.26329 -4.45968
H 1.20298 3.20743 -2.99372
H 0.04363 2.23598 -2.06666
H -0.14412 2.25310 -4.78411
H -1.59874 2.30955 -3.78953
H -0.21119 4.68848 -5.08658
H -1.95832 4.33537 -4.95550
O -7.70727 2.08450 1.78212
C -8.38240 1.71867 2.70149
O -8.00254 1.86712 3.99255
C -8.96182 1.23517 4.86370
C -10.24574 1.16359 4.05204
C -9.71587 1.00477 2.62929
H -8.58421 0.24733 5.13518
H -9.07238 1.82867 5.76777
H -10.90994 0.36265 4.37002
H -10.79075 2.10492 4.13665
H -9.54124 -0.04093 2.37150
H -10.36481 1.47156 1.89381
O 3.24166 1.93790 -4.80763
C 2.80213 2.43426 -5.80443
O 1.90068 3.45324 -5.77462
C 1.47457 3.76229 -7.11697
C 2.58267 3.24213 -8.01596
C 3.09117 2.03726 -7.23343
H 0.52063 3.26166 -7.30240
H 1.33283 4.83745 -7.21118
H 2.24307 3.00245 -9.02155
H 3.37459 3.98944 -8.09715
H 2.52726 1.13542 -7.47350
H 4.15519 1.87368 -7.38313
O 1.83890 0.24200 -9.22437
C 2.29382 -0.85524 -9.38982
O 2.88559 -1.55952 -8.40127
C 3.42760 -2.78592 -8.92733
C 2.64665 -3.04830 -10.20514
C 2.34370 -1.63310 -10.68828
H 4.49373 -2.64117 -9.11265
H 3.30377 -3.57798 -8.19287
H 3.19165 -3.65583 -10.92472
H 1.71356 -3.56291 -9.97023
H 3.14629 -1.23078 -11.30823
H 1.39460 -1.57153 -11.21308
O 3.66433 4.73106 2.90912
C 4.72143 4.88507 2.35877
O 5.56085 3.86787 2.08856
C 6.78682 4.37668 1.52749
C 6.42610 5.73944 0.95945
C 5.32787 6.19890 1.91350
H 7.53073 4.44027 2.32390
H 7.14646 3.68932 0.76572
H 7.27421 6.41824 0.89870
H 6.01520 5.62553 -0.04502
H 5.73140 6.71340 2.78691
H 4.58635 6.82012 1.41890
O 4.67166 -7.05771 1.71062
C 3.77466 -7.78671 1.41203
O 2.49990 -7.35247 1.21062
C 1.63572 -8.48014 0.97393
C 2.55144 -9.59561 0.49620
C 3.84373 -9.29068 1.24551
H 1.12903 -8.73009 1.90886
H 0.88985 -8.21108 0.22907
H 2.15209 -10.58985 0.68683
H 2.71987 -9.50193 -0.57778
H 3.86297 -9.75245 2.23364
H 4.72486 -9.57593 0.67825
*
```

---

3.
A molecular structure, C42H65AsAuNO3Si4 at a distorted geometry. Source: the OMol25 dataset; level of theory: the ωB97M-V functional and the def2-TZVPD basis.

Output
E_HOMO in eV: -6.263
Frontier orbital gap in eV: 6.34
Molecular weight in g/mol: 1016.22
E in eV: -148286.5214

The geometry in ORCA input format:
```
! wB97M-V def2-TZVPD RIJCOSX def2/J DEFGRID3
* xyz 0 1
Au -0.05382 -0.16982 0.14196
C -1.25094 2.27519 -6.59154
C -0.27490 1.72961 -5.76681
C -0.50392 1.61509 -4.40500
C -1.70718 2.03753 -3.82665
C -2.66494 2.59604 -4.67176
C -2.44419 2.71196 -6.03941
Si -1.93896 1.88564 -1.95583
C -0.85104 3.25691 -1.25118
C -0.16082 4.15630 -2.06617
C 0.54550 5.22622 -1.52952
C 0.56498 5.42617 -0.15785
C -0.11054 4.53959 0.67198
C -0.80246 3.46901 0.12856
C -3.72381 2.39918 -1.57710
C -4.09054 3.45214 -0.74080
C -5.42415 3.76533 -0.50892
C -6.42908 3.03672 -1.12361
C -6.09298 1.99409 -1.97699
C -4.75979 1.68402 -2.19292
H -1.07843 2.36060 -7.65696
H 0.66405 1.39126 -6.18739
H 0.26213 1.17155 -3.77834
H -3.60202 2.95469 -4.26393
H -3.20770 3.14830 -6.67136
H -0.18484 4.03728 -3.14222
H 1.06680 5.91036 -2.18811
H 1.09773 6.27101 0.26262
H -0.10518 4.68982 1.74524
H -1.30256 2.77902 0.79571
H -3.32515 4.05398 -0.26578
H -5.67851 4.58625 0.14987
H -7.46834 3.28305 -0.94705
H -6.86842 1.42557 -2.47513
H -4.52091 0.87255 -2.87148
C 4.39751 -2.20457 1.44434
Si 2.70810 -2.90636 1.86186
C 2.01079 -2.06195 3.38266
C 2.99817 -4.72350 2.24890
As 1.11247 -2.49044 0.15007
Si 2.34607 -2.78574 -1.84233
C 3.28384 -1.18338 -2.05336
C 3.49977 -4.26402 -1.71437
C 1.22356 -3.00465 -3.32366
Si -0.44430 -4.25154 0.31815
C -1.55952 -3.77736 1.75165
C -1.45823 -4.33618 -1.25501
C 0.28128 -5.95796 0.62193
H 4.95967 -2.14310 2.38244
H 4.35281 -1.21385 1.00761
H 4.95146 -2.87507 0.78443
H 2.74225 -2.06765 4.19572
H 1.11233 -2.57352 3.73566
H 1.74625 -1.02924 3.15413
H 3.87743 -4.77549 2.89862
H 3.21110 -5.31566 1.35863
H 2.16723 -5.18670 2.77985
H 3.93070 -0.97070 -1.20343
H 2.55649 -0.37261 -2.13475
H 3.88875 -1.20377 -2.96385
H 4.27419 -4.13676 -0.95888
H 3.99352 -4.41516 -2.67846
H 2.94781 -5.17730 -1.48226
H 0.71164 -2.06188 -3.53594
H 0.47045 -3.77827 -3.20294
H 1.84276 -3.27127 -4.18473
H -1.74466 -2.70215 1.74909
H -1.10413 -4.04692 2.70644
H -2.52043 -4.29221 1.67415
H -1.76749 -3.35303 -1.60696
H -2.35393 -4.92938 -1.04861
H -0.91581 -4.83650 -2.05662
H 0.51605 -6.12912 1.67154
H 1.18262 -6.14743 0.03837
H -0.46806 -6.69630 0.32250
C -1.89089 -1.13673 -3.41988
O -0.99235 -0.64950 -2.44932
C -1.56770 0.12670 -1.33566
C -2.78877 -0.60131 -0.74979
H -2.38015 -2.06421 -3.10323
H -1.31867 -1.33492 -4.32885
H -2.67060 -0.41167 -3.67546
H -3.62510 -0.72273 -1.44319
H -3.17497 -0.04774 0.10868
H -2.51259 -1.59948 -0.39914
C 0.21296 2.61440 4.44695
C -0.24921 1.39208 3.68771
O -0.30885 1.39955 2.45110
C -0.72095 0.20227 4.46406
C -1.46023 -0.76304 3.78060
C -1.94357 -1.86783 4.46045
C -1.67400 -2.02538 5.81391
C -0.92876 -1.07441 6.49535
C -0.46240 0.04567 5.82388
H 0.62021 3.33159 3.73890
H 0.94927 2.37724 5.21403
H -0.64835 3.05834 4.95219
H -1.64525 -0.62976 2.72076
H -2.52752 -2.61131 3.93639
H -2.04846 -2.89401 6.34017
H -0.71677 -1.20058 7.54880
H 0.10856 0.78836 6.36549
C 3.46474 4.05793 1.21958
N 3.04271 2.78596 0.66530
C 2.60339 2.71317 -0.71989
C 3.04231 1.64852 1.38133
C 3.60698 1.70433 2.78426
O 2.65680 0.58177 0.90901
H 3.08314 4.85411 0.58737
H 4.55434 4.14585 1.27184
H 3.05450 4.21154 2.21648
H 2.94112 3.60397 -1.24444
H 1.51541 2.64983 -0.78648
H 3.02844 1.82793 -1.19016
H 4.60788 2.13787 2.79683
H 3.64252 0.68824 3.16827
H 2.98526 2.31380 3.43707
*
```

---

4.
A molecular structure, C42H65CdP2Si. Source: the OMol25 dataset; level of theory: the ωB97M-V functional and the def2-TZVPD basis.

Output
E_HOMO in eV: -1.796
Frontier orbital gap in eV: 4.33
Molecular weight in g/mol: 772.43
E in eV: -75629.4861

The geometry in ORCA input format:
```
! wB97M-V def2-TZVPD RIJCOSX def2/J DEFGRID3
* xyz -1 1
Cd 0.20089 1.40404 2.15609
C 0.26534 -1.94978 3.99009
Si 0.46063 -1.08211 2.30200
C 2.21720 -1.61741 1.73209
C 3.05909 -2.30958 2.61077
C 4.33300 -2.72117 2.24662
C 4.79249 -2.47201 0.96355
C 3.97723 -1.78948 0.07353
C 2.71186 -1.33413 0.44569
P 1.62322 -0.40798 -0.72185
C 1.84239 -1.44945 -2.24709
C 1.24721 -2.83652 -1.97045
C 1.33109 -3.74396 -3.19480
C 0.64977 -3.10600 -4.40270
C 1.23538 -1.72520 -4.68661
C 1.14087 -0.82595 -3.45546
C 2.60763 1.14509 -1.05056
C 1.67039 2.24810 -1.56233
C 2.39178 3.58489 -1.68700
C 3.63515 3.47351 -2.56319
C 4.56721 2.39009 -2.03143
C 3.85201 1.04225 -1.93274
C -0.67008 -2.13112 1.15520
C -0.39442 -3.50046 1.08388
C -1.13600 -4.36403 0.29405
C -2.18649 -3.85965 -0.45928
C -2.48663 -2.50774 -0.39798
C -1.74695 -1.62707 0.39881
P -2.11636 0.17336 0.60206
C -3.50165 0.17129 1.84389
C -2.97307 -0.34756 3.20207
C -3.44298 -1.77200 3.47422
C -4.97353 -1.82065 3.61329
C -5.65579 -0.77231 2.71705
C -4.81888 -0.52115 1.46473
C -2.93305 0.88004 -0.92030
C -1.80227 1.48360 -1.77935
C -2.28471 1.83276 -3.18234
C -2.71021 0.56663 -3.95150
C -3.19474 -0.53265 -2.99463
C -3.92028 0.09973 -1.81209
H 0.49524 -3.01934 3.95659
H -0.76539 -1.84535 4.34121
H 0.90972 -1.48197 4.73845
H 2.71157 -2.54007 3.60997
H 4.95649 -3.25028 2.95824
H 5.77479 -2.80826 0.65335
H 4.33679 -1.62679 -0.93416
H 2.90595 -1.56233 -2.49076
H 0.19396 -2.71308 -1.68143
H 1.74619 -3.30157 -1.11767
H 0.87878 -4.71362 -2.96974
H 2.38434 -3.93299 -3.43467
H -0.42161 -3.00225 -4.19393
H 0.74152 -3.74982 -5.28187
H 0.72154 -1.25867 -5.53189
H 2.28762 -1.83114 -4.97629
H 0.08482 -0.67798 -3.20329
H 1.55014 0.16169 -3.67958
H 2.92116 1.45059 -0.04225
H 0.83333 2.35246 -0.86925
H 1.25498 1.96553 -2.53949
H 2.67598 3.91397 -0.68356
H 1.70747 4.34028 -2.08291
H 4.15678 4.43340 -2.61243
H 3.33898 3.22007 -3.58947
H 4.91601 2.67848 -1.03373
H 5.45406 2.29794 -2.66593
H 4.54522 0.29589 -1.54236
H 3.56782 0.71897 -2.94231
H 0.43906 -3.89864 1.65498
H -0.89088 -5.41919 0.25785
H -2.77356 -4.51299 -1.09411
H -3.30748 -2.14352 -0.99757
H -3.70916 1.24187 1.95706
H -3.32515 0.30592 4.00650
H -1.88193 -0.28669 3.22916
H -2.96960 -2.16197 4.37851
H -3.11590 -2.41790 2.65500
H -5.25897 -1.65259 4.65542
H -5.33146 -2.81976 3.35001
H -5.76614 0.17197 3.25956
H -6.66506 -1.09723 2.45258
H -5.36747 0.09189 0.74641
H -4.62506 -1.48214 0.98228
H -3.48481 1.71570 -0.46988
H -0.97357 0.77081 -1.84598
H -1.39269 2.35851 -1.27081
H -1.50045 2.36198 -3.72828
H -3.12740 2.52785 -3.10608
H -1.87495 0.19181 -4.54756
H -3.50722 0.81577 -4.65811
H -2.34228 -1.11247 -2.62343
H -3.84300 -1.23792 -3.52080
H -4.49213 -0.63148 -1.24648
H -4.66173 0.80532 -2.20680
C 0.82997 5.62986 3.31745
C 1.27199 4.17143 3.09177
C 1.42981 3.51554 4.46788
C 2.66767 4.21563 2.43455
C 0.22001 3.45481 2.26395
H 1.55545 6.19191 3.92040
H -0.13894 5.64754 3.81883
H 0.71743 6.13950 2.35622
H 2.17026 4.04037 5.08413
H 1.76146 2.47699 4.35983
H 0.47126 3.50824 4.98950
H 3.38681 4.80571 3.02287
H 2.59916 4.65881 1.43836
H 3.05652 3.20058 2.31928
H 0.02210 3.97616 1.32075
*
```